{
  "formula": "C48H120O24",
  "method": "ωB97M-V with the def2-TZVPD basis set",
  "species": ["C", "O", "C", "C", "O", "C", "H", "H", "H", "H", "H", "H", "H", "H", "H", "H", "C", "O", "C", "C", "O", "C", "H", "H", "H", "H", "H", "H", "H", "H", "H", "H", "C", "O", "C", "C", "O", "C", "H", "H", "H", "H", "H", "H", "H", "H", "H", "H", "C", "O", "C", "C", "O", "C", "H", "H", "H", "H", "H", "H", "H", "H", "H", "H", "C", "O", "C", "C", "O", "C", "H", "H", "H", "H", "H", "H", "H", "H", "H", "H", "C", "O", "C", "C", "O", "C", "H", "H", "H", "H", "H", "H", "H", "H", "H", "H", "C", "O", "C", "C", "O", "C", "H", "H", "H", "H", "H", "H", "H", "H", "H", "H", "C", "O", "C", "C", "O", "C", "H", "H", "H", "H", "H", "H", "H", "H", "H", "H", "C", "O", "C", "C", "O", "C", "H", "H", "H", "H", "H", "H", "H", "H", "H", "H", "C", "O", "C", "C", "O", "C", "H", "H", "H", "H", "H", "H", "H", "H", "H", "H", "C", "O", "C", "C", "O", "C", "H", "H", "H", "H", "H", "H", "H", "H", "H", "H", "C", "O", "C", "C", "O", "C", "H", "H", "H", "H", "H", "H", "H", "H", "H", "H"],
  "positions_angstrom": [[-1.6165, 4.0433, -4.2087], [-2.6495, 3.0520, -4.1242], [-2.3692, 2.1340, -3.0888], [-3.5475, 1.1938, -3.0677], [-3.4873, 0.3323, -4.2004], [-4.5970, -0.5867, -4.2323], [-1.7403, 4.7656, -5.0123], [-0.6733, 3.5196, -4.4160], [-1.5914, 4.5415, -3.1919], [-2.1182, 2.7108, -2.1482], [-1.4356, 1.6107, -3.3542], [-4.5041, 1.8051, -3.2040], [-3.5846, 0.5871, -2.1128], [-5.4888, -0.0406, -4.5279], [-4.8534, -1.1510, -3.3793], [-4.3445, -1.3642, -4.9487], [1.2704, -4.9764, -5.0287], [-0.0285, -4.3675, -5.1440], [-0.0279, -3.0032, -5.5658], [-1.3944, -2.3524, -5.3153], [-2.4371, -2.9645, -6.1283], [-2.5861, -2.4588, -7.4311], [1.9900, -4.3088, -4.6438], [1.5138, -5.4462, -5.9815], [1.1035, -5.7620, -4.3010], [0.1629, -2.9738, -6.6513], [0.7398, -2.3936, -5.1388], [-1.2506, -1.2548, -5.5060], [-1.7034, -2.3516, -4.3013], [-2.0072, -3.1429, -8.0673], [-2.2240, -1.4110, -7.4825], [-3.6323, -2.5270, -7.6485], [3.1667, 1.9999, 5.2999], [1.8857, 1.5042, 5.0566], [1.2059, 0.7677, 6.0915], [0.7020, 1.7552, 7.1111], [1.7191, 2.2387, 7.9238], [1.2650, 2.9103, 9.0619], [3.1266, 2.9193, 5.8323], [3.5409, 2.1124, 4.2979], [3.7829, 1.3106, 5.8068], [1.9179, 0.0257, 6.5348], [0.3293, 0.4910, 5.5732], [0.0073, 1.1679, 7.6969], [0.1708, 2.5617, 6.6524], [2.0647, 2.8697, 9.7430], [0.3924, 2.4468, 9.5570], [1.0145, 3.9672, 8.8550], [5.1221, 1.2360, -1.0943], [5.7340, -0.0270, -1.1134], [5.1355, -0.8304, -2.1480], [5.7067, -0.4953, -3.6052], [7.1111, -0.2638, -3.5900], [7.9144, -1.4406, -3.5819], [5.4367, 1.8443, -0.2357], [4.0832, 1.0290, -0.9685], [5.2903, 1.7451, -2.0294], [4.0824, -0.6924, -2.1925], [5.3421, -1.8151, -1.9065], [5.2426, 0.3714, -4.0419], [5.5017, -1.3629, -4.2517], [7.7619, -2.0484, -4.5175], [7.5973, -2.0832, -2.6635], [8.9410, -1.1021, -3.4629], [-9.1403, -2.1314, -0.1255], [-7.7496, -2.2392, 0.0472], [-7.1014, -0.9961, -0.3704], [-5.7092, -1.0586, 0.1026], [-4.8303, -1.7773, -0.7722], [-4.7015, -3.1025, -0.3259], [-9.5582, -3.1011, 0.1672], [-9.4391, -2.0225, -1.1796], [-9.6553, -1.3992, 0.5513], [-7.6833, -0.1089, -0.0004], [-7.1742, -0.9325, -1.4755], [-5.7136, -1.4389, 1.1108], [-5.2612, -0.0334, 0.1401], [-4.2836, -3.1290, 0.7094], [-3.9891, -3.5792, -0.9841], [-5.6667, -3.6209, -0.3055], [1.3292, -0.9223, -3.0103], [2.2258, -0.5653, -4.0580], [1.9916, 0.6505, -4.6721], [2.4694, 1.8091, -3.8807], [1.5088, 2.0868, -2.8916], [1.8477, 3.1711, -2.0709], [1.3586, -0.2734, -2.1368], [1.6370, -1.8798, -2.6632], [0.2859, -0.8507, -3.3288], [0.9291, 0.7860, -4.9243], [2.4911, 0.6588, -5.6495], [2.6566, 2.5932, -4.5866], [3.4410, 1.6486, -3.3856], [2.1443, 4.0156, -2.7167], [2.5937, 2.9625, -1.3380], [0.9828, 3.5833, -1.5739], [2.2102, 1.9325, 1.5312], [1.4563, 1.3662, 0.4707], [0.0222, 1.3592, 0.7002], [-0.6328, 0.5359, -0.3381], [-0.3921, -0.8580, -0.2053], [-1.3135, -1.6435, -0.9355], [2.0595, 3.0160, 1.5492], [3.2681, 1.7510, 1.3464], [1.9734, 1.5523, 2.5591], [-0.4355, 2.3787, 0.6490], [-0.1888, 0.9368, 1.7407], [-0.3272, 0.8881, -1.3178], [-1.7190, 0.8179, -0.2779], [-2.0751, -2.0122, -0.2639], [-0.7857, -2.4698, -1.4103], [-1.7981, -1.0504, -1.7717], [-0.8399, -5.0558, -2.2393], [-2.1097, -4.4860, -2.5334], [-2.7328, -5.2387, -3.5894], [-3.9954, -4.4956, -3.9459], [-5.0413, -4.7340, -2.9433], [-6.1575, -4.0781, -3.3842], [-0.8346, -5.2759, -1.1811], [-0.0801, -4.3144, -2.5203], [-0.6280, -5.8970, -2.8718], [-2.9383, -6.2570, -3.2021], [-2.0575, -5.3031, -4.4857], [-4.3363, -4.8538, -4.9541], [-3.8485, -3.4291, -3.9493], [-6.5534, -4.5791, -4.2738], [-5.8703, -3.0475, -3.6834], [-6.8725, -3.9007, -2.5965], [11.0188, -1.5229, 3.2977], [9.7941, -0.8396, 3.3214], [8.7467, -1.5323, 2.5263], [7.5763, -0.6043, 2.3306], [6.3727, -1.1156, 2.9343], [5.2904, -0.3300, 2.6058], [11.7588, -0.7909, 3.4451], [11.2184, -1.8979, 2.2996], [11.1673, -2.3211, 4.0471], [8.2889, -2.3223, 3.1336], [9.1813, -1.8994, 1.5526], [7.3936, -0.2952, 1.2778], [7.8175, 0.3251, 2.8712], [4.4422, -0.6397, 3.2319], [4.9911, -0.4061, 1.5917], [5.4898, 0.7572, 2.7942], [1.0624, 4.7471, 5.7417], [-0.3159, 4.8371, 5.7455], [-0.7584, 4.7502, 4.4134], [-0.8770, 3.2569, 3.9005], [-1.7482, 2.5713, 4.7540], [-2.1324, 1.3051, 4.2881], [1.5537, 5.7024, 5.4645], [1.4270, 4.0033, 5.0740], [1.4427, 4.4702, 6.7735], [-0.0657, 5.3262, 3.7212], [-1.8301, 5.1208, 4.4610], [0.1290, 2.8516, 3.8893], [-1.2426, 3.3178, 2.8811], [-2.7147, 0.8348, 5.1234], [-1.2225, 0.6326, 4.1933], [-2.6332, 1.3885, 3.2520], [1.0574, -1.7110, 2.7920], [-0.0130, -1.4379, 3.6808], [-1.0255, -2.3811, 3.2935], [-0.9333, -3.6581, 4.1713], [-1.4502, -3.4421, 5.4717], [-0.7484, -2.4580, 6.2200], [1.7671, -0.8952, 2.7084], [0.7025, -1.9018, 1.7941], [1.5331, -2.6375, 3.0312], [-0.9715, -2.6269, 2.2112], [-2.0181, -2.0314, 3.3772], [0.1097, -3.9303, 4.2489], [-1.6018, -4.4152, 3.7455], [-1.1248, -2.5674, 7.2141], [-0.8275, -1.4645, 5.8078], [0.3604, -2.6275, 6.2743], [-4.6255, 2.6602, 0.5560], [-3.6998, 3.5875, 1.0989], [-3.8976, 4.8943, 0.6250], [-2.6370, 5.7690, 0.7894], [-1.8410, 5.3923, -0.3292], [-0.6899, 6.2305, -0.5404], [-4.2904, 1.6188, 0.7797], [-4.7370, 2.7119, -0.5019], [-5.6097, 2.8580, 1.0037], [-4.6786, 5.3122, 1.2464], [-4.2952, 4.8161, -0.3938], [-2.2354, 5.5894, 1.8071], [-2.9186, 6.8337, 0.7126], [-0.9307, 7.2204, -0.7657], [-0.2972, 5.8840, -1.5236], [0.1012, 6.1966, 0.2430]],
  "atomic_forces_ev_per_a": [[0.01, -0.72, 1.35], [0.26, 1.16, -0.61], [0.60, 0.60, -0.28], [-1.23, -0.12, 0.44], [-0.15, -0.91, 0.94], [0.66, 0.83, -1.63], [-0.66, -0.12, 0.06], [0.15, 0.21, 0.30], [0.35, -0.13, -1.10], [-0.75, -0.72, -0.44], [-0.16, -0.27, 0.16], [1.05, -0.54, 0.66], [-0.05, 0.58, -0.83], [-0.27, 0.04, -0.28], [0.31, -0.12, 1.91], [0.01, 0.25, -0.52], [-2.32, -0.73, -0.42], [0.53, 0.73, 0.35], [-1.15, -0.69, -0.94], [0.50, 0.25, -1.87], [0.63, 0.86, 1.96], [1.23, -0.15, 0.35], [1.04, 0.90, 0.17], [0.49, 0.21, -0.05], [0.29, -0.29, 0.11], [-0.08, 0.02, 0.02], [0.70, 0.17, 0.78], [-0.40, -0.70, -0.43], [-0.33, -0.69, 1.10], [-0.17, 0.57, -0.51], [-0.25, -0.51, -0.27], [-0.58, 0.11, -0.45], [-0.69, -0.15, -0.96], [-0.74, -0.90, -0.33], [1.93, 2.49, 0.00], [-0.08, -1.20, 0.40], [0.63, -0.20, 0.21], [-0.95, 0.51, -0.20], [0.23, 0.88, 0.49], [0.71, 0.50, -0.34], [0.80, -0.97, 0.82], [-1.00, 0.13, -0.38], [-0.75, -1.51, -0.35], [-0.61, -0.06, 0.62], [-0.56, 0.43, -0.55], [1.04, 0.19, 1.03], [0.16, -0.07, -0.42], [-0.02, -0.30, 0.01], [0.14, -0.22, 0.47], [0.02, -0.72, -0.49], [1.65, 2.37, -1.27], [0.61, -1.15, 1.34], [-0.07, -0.02, -0.31], [-1.57, -0.78, 1.16], [0.34, -0.30, -0.31], [-1.26, 0.40, 0.03], [0.12, 0.56, -0.32], [-1.12, 0.15, 0.10], [0.51, -1.99, 0.49], [-0.15, 0.41, -0.04], [-0.25, 0.16, 0.07], [0.25, 0.52, 0.76], [0.79, 0.79, -1.48], [-0.01, -0.21, -0.10], [-0.95, -1.03, 0.46], [0.01, 1.65, -0.29], [-1.91, -0.61, -0.58], [1.73, 1.79, -0.77], [-0.79, 0.43, 0.77], [0.51, -0.56, 0.68], [0.10, 0.04, 0.02], [0.17, 0.48, 0.18], [0.71, -0.11, -0.70], [0.59, -0.71, 0.16], [0.27, -0.04, 0.35], [0.24, -0.39, 0.45], [-0.58, -0.64, 0.00], [-0.21, 0.06, -0.44], [-0.06, -0.34, -0.15], [0.21, -0.05, -0.17], [-0.08, 1.20, 0.11], [0.02, -1.17, 0.38], [-0.17, 0.06, -0.87], [0.43, -0.08, 0.88], [-0.51, 0.16, 0.15], [-0.37, 1.37, -1.20], [0.48, 0.34, -0.02], [-0.11, -1.02, -0.01], [-0.09, -0.47, -0.29], [-0.10, 0.05, 0.27], [0.23, -0.26, 0.23], [-0.29, 1.25, -0.29], [-0.11, -0.40, -0.24], [0.43, -0.13, 0.14], [0.72, -0.36, 0.46], [-0.59, -0.48, 0.34], [-0.35, 0.12, 0.47], [-0.78, -0.16, 0.56], [1.02, 0.00, 1.63], [-1.24, -0.03, -0.27], [0.07, 0.76, 0.09], [-0.19, 0.68, -1.14], [-0.01, 0.19, 0.09], [-0.01, -0.13, -0.17], [-0.13, -0.01, -0.84], [0.56, -0.41, 0.05], [0.24, 0.47, -1.13], [0.30, 0.02, -0.42], [0.46, -0.67, 0.09], [-0.42, -0.19, 0.04], [-0.02, -0.05, 0.16], [0.38, -0.59, 0.86], [-0.13, 1.41, -0.12], [0.17, -0.74, -0.73], [0.08, 0.50, 0.16], [-0.95, -1.59, 0.30], [1.99, -0.67, -0.54], [-0.33, 1.57, -0.79], [0.39, -0.30, 0.24], [0.09, -0.09, 0.42], [-0.05, -0.76, 0.02], [-0.14, 0.35, -0.35], [-0.58, 0.16, 0.78], [0.04, 0.41, 0.74], [0.39, 0.40, -0.33], [-0.51, 0.07, 0.10], [-0.25, -0.23, -0.18], [-0.41, -0.60, 0.34], [-0.25, -0.49, -0.28], [-1.60, -0.95, -1.04], [0.62, 0.20, 0.58], [-0.40, 1.47, 0.02], [1.50, -0.67, -0.44], [-0.83, 1.29, 1.30], [1.09, 0.99, 0.53], [0.00, -0.49, -0.26], [-0.48, 0.17, -0.23], [0.64, -0.46, -0.22], [-0.36, 0.24, 1.08], [0.01, -0.53, 0.40], [0.07, -0.03, -0.14], [0.22, 0.12, -0.08], [-0.17, -0.26, -1.34], [-0.11, -0.57, 0.07], [1.82, 0.68, 2.10], [-0.23, 0.00, -0.37], [-1.80, -0.78, -0.57], [0.50, 1.99, 0.66], [-0.10, 0.31, 0.12], [0.70, -1.04, -0.39], [-0.31, -0.15, 0.05], [0.24, -0.78, -0.59], [-0.54, 0.36, -1.14], [-1.00, -0.39, 0.60], [1.31, 0.01, -0.47], [0.20, -0.64, 0.01], [-0.31, -0.16, -0.41], [-0.08, 0.50, -1.15], [-0.85, 0.64, -0.30], [0.33, -0.34, 1.62], [0.39, 0.39, -0.43], [-0.63, -0.44, -1.46], [0.55, -1.43, 0.24], [-0.88, 1.22, -0.32], [0.35, 0.30, -0.03], [1.07, -0.77, -0.18], [0.07, 0.18, 0.53], [-0.33, 0.43, -0.60], [0.77, -0.59, 0.68], [0.36, -0.02, 0.56], [-1.09, 1.14, 0.68], [0.38, -0.59, -0.14], [0.55, -0.14, -0.05], [-0.33, 0.36, 0.65], [-0.49, 0.36, 0.06], [-0.69, -0.29, -0.24], [0.11, -0.46, 1.53], [0.86, -1.00, -0.38], [-0.36, 0.35, 0.66], [-1.32, -0.86, -0.96], [1.33, 0.92, 0.88], [0.54, -2.32, -0.91], [-0.17, 0.96, 0.18], [0.15, 0.36, -1.13], [-0.03, -0.34, -0.05], [-0.52, 0.54, 0.17], [0.48, 0.56, -0.14], [0.37, -0.08, -0.60], [0.05, -0.25, 0.03], [-0.85, 1.92, 0.20], [0.20, -0.10, 0.84], [-0.66, -0.24, -0.33]],
  "homo_ev": -9.2,
  "largest_force_ev_per_a": 3.16,
  "orbital_gap_ev": 9.8,
  "e_lumo_ev": 0.6,
  "smiles": "COCCOC.COCCOC.COCCOC.COCCOC.COCCOC.COCCOC.COCCOC.COCCOC.COCCOC.COCCOC.COCCOC.COCCOC"
}